# 1
Entry from OMol25: a molecular structure, C16H16AgNO3S (the ωB97M-V functional and the def2-TZVPD basis).

Each line ends with the natural charge from an NBO analysis.
Atoms and positions in Å:
Ag 0.075 -0.704 -0.689  0.863
C -3.466 1.460 -1.877  -0.635
C -2.703 0.165 -1.935  0.004
C -3.031 -0.894 -1.092  -0.183
C -2.296 -2.074 -1.073  -0.010
C -2.693 -3.216 -0.175  -0.636
C -1.202 -2.200 -1.950  -0.331
C -0.864 -1.159 -2.842  -0.054
C 0.201 -1.353 -3.898  -0.633
C -1.624 0.020 -2.800  -0.242
H -2.964 2.161 -1.207  0.242
H -4.477 1.307 -1.501  0.220
H -3.527 1.928 -2.860  0.220
H -3.879 -0.794 -0.423  0.211
H -2.145 -3.184 0.769  0.235
H -2.481 -4.176 -0.646  0.220
H -3.756 -3.171 0.058  0.224
H -0.706 -3.160 -2.042  0.237
H 1.179 -1.005 -3.563  0.233
H -0.055 -0.799 -4.800  0.227
H 0.298 -2.407 -4.158  0.224
H -1.372 0.829 -3.477  0.224
O 2.195 -1.138 0.704  -0.669
C 1.881 -0.070 1.235  0.646
N 0.736 0.579 0.925  -1.018
S 0.583 2.023 1.675  2.306
O -0.539 2.020 2.571  -0.935
O 0.692 3.102 0.732  -0.938
C 2.094 1.857 2.592  -0.222
C 2.649 2.723 3.512  -0.213
C 3.858 2.347 4.089  -0.191
C 4.475 1.147 3.745  -0.205
C 3.898 0.288 2.816  -0.158
C 2.697 0.663 2.248  -0.170
H 2.163 3.654 3.773  0.234
H 4.325 3.000 4.815  0.219
H 5.416 0.879 4.209  0.218
H 4.363 -0.648 2.538  0.234

Kohn-Sham gap, eV: 9.405
E_LUMO, eV: 0.4
Total energy, eV: -39318.915


# 2
Entry from OMol25: a molecular structure, C16H16Br2F6N3O6RhS2 at a distorted geometry (the ωB97M-V functional and the def2-TZVPD basis).

Each line ends with the natural charge from an NBO analysis.
Atoms and positions in Å:
Rh 0.282 0.313 0.020  1.312
F 2.258 4.838 -1.448  -0.259
C 1.234 4.507 -0.703  0.821
F 0.108 4.567 -1.385  -0.279
F 1.164 5.242 0.382  -0.267
S 1.447 2.725 -0.205  2.155
O 1.285 1.905 -1.407  -0.905
O 0.363 2.315 0.752  -0.930
N 2.835 2.691 0.465  -1.129
S 3.141 1.255 1.081  2.189
O 3.172 1.210 2.496  -0.839
O 2.268 0.228 0.412  -0.902
C 4.839 0.888 0.411  0.799
F 5.163 -0.326 0.814  -0.281
F 5.649 1.787 0.910  -0.261
F 4.805 0.949 -0.902  -0.276
Br 1.400 -2.406 5.803  0.237
C 0.896 -1.669 4.177  -0.028
C 0.279 -0.426 4.122  -0.230
C -0.038 0.110 2.891  0.072
N 0.203 -0.563 1.765  -0.367
C 0.772 -1.788 1.794  0.257
C 1.138 -2.363 2.990  -0.244
C 0.929 -2.397 0.464  0.163
C 1.222 -3.724 0.231  -0.222
C 1.265 -4.183 -1.084  -0.027
Br 1.650 -5.965 -1.436  0.230
C 1.006 -3.295 -2.121  -0.241
C 0.706 -1.984 -1.814  0.086
N 0.683 -1.551 -0.553  -0.374
H 0.076 0.138 5.021  0.275
H -0.473 1.096 2.791  0.254
H 1.611 -3.334 3.011  0.262
H 1.402 -4.401 1.052  0.260
H 1.038 -3.612 -3.153  0.274
H 0.520 -1.249 -2.586  0.237
C -2.346 2.264 -0.682  -0.260
O -1.498 1.208 -1.192  -0.561
C -2.264 0.246 -1.934  -0.086
C -2.990 -0.676 -0.987  -0.100
O -2.034 -1.114 -0.039  -0.586
C -2.676 -1.823 1.026  -0.248
H -2.776 2.794 -1.531  0.214
H -1.724 2.931 -0.099  0.217
H -3.134 1.855 -0.052  0.191
H -1.549 -0.294 -2.553  0.194
H -2.965 0.759 -2.594  0.224
H -3.416 -1.523 -1.533  0.211
H -3.807 -0.162 -0.471  0.190
H -3.166 -2.718 0.639  0.202
H -3.417 -1.187 1.515  0.193
H -1.917 -2.115 1.747  0.182

Kohn-Sham gap, eV: 7.585
Relative energy (zero: lowest compared OMol25 entry of this formula, charge and spin), kJ/mol: 84.2
Net charge: +2
E_LUMO, eV: -8.3
Total energy, eV: -214657.113


# 3
Entry from OMol25: C16H16BrNO4S in the gas phase at a distorted geometry (the ωB97M-V functional and the def2-TZVPD basis).

Each line ends with the natural charge from an NBO analysis.
Atoms and positions in Å:
C -5.011 -4.297 1.220  -0.293
O -4.069 -3.074 1.141  -0.497
C -4.449 -2.162 0.298  0.313
C -5.516 -2.289 -0.756  -0.290
C -5.767 -1.084 -1.357  -0.194
C -4.968 -0.027 -1.149  -0.270
C -3.863 0.103 -0.508  0.157
N -3.000 1.339 -0.198  -0.688
C -2.960 2.395 -1.009  0.731
O -3.562 2.467 -1.922  -0.548
C -1.662 3.264 -0.409  -0.485
C -0.343 2.477 -0.763  -0.469
S 0.225 1.808 1.054  2.067
O 0.730 3.084 1.735  -0.926
O -0.751 0.988 1.613  -0.935
C 1.691 0.919 0.470  -0.366
C 2.857 1.629 0.799  -0.133
C 4.104 0.933 0.357  -0.235
C 3.910 -0.446 0.055  -0.005
Br 5.444 -1.517 -0.481  0.031
C 2.729 -0.941 -0.440  -0.265
C 1.687 -0.366 0.137  -0.142
C -3.713 -1.004 0.331  -0.292
H -4.880 -4.801 0.155  0.205
H -4.670 -4.955 2.158  0.222
H -6.115 -3.998 1.400  0.202
H -6.187 -2.941 -0.879  0.195
H -6.477 -0.785 -2.089  0.224
H -5.055 0.894 -1.942  0.223
H -2.283 0.861 0.506  0.455
H -1.838 3.403 0.484  0.197
H -1.698 4.140 -1.004  0.222
H -0.454 1.612 -1.187  0.197
H 0.470 3.025 -0.914  0.214
H 3.046 2.663 0.941  0.257
H 5.121 1.232 0.433  0.238
H 2.690 -1.977 -0.551  0.231
H 0.633 -1.022 0.115  0.242
H -2.824 -1.096 1.145  0.210

Kohn-Sham gap, eV: 8.092
Relative energy (zero: lowest compared OMol25 entry of this formula, charge and spin), kJ/mol: 967.7
E_LUMO, eV: -0.2
Total energy, eV: -107399.770


# 4
Entry from OMol25: a gas-phase ion, C16H16Cl2N2O7P (charge -1) at a distorted geometry (the ωB97M-V functional and the def2-TZVPD basis).

Each line ends with the natural charge from an NBO analysis.
Atoms and positions in Å:
C 0.075 -3.854 2.758  -0.647
C 1.117 -2.771 2.600  -0.073
O 0.729 -2.051 1.389  -0.535
C 1.221 -0.790 1.313  0.828
O 2.254 -0.496 1.898  -0.571
C 0.303 0.191 0.563  -0.744
C -1.196 0.498 1.144  -0.213
C -1.499 -0.571 2.125  0.356
N -1.728 -1.465 2.847  -0.373
C -2.572 0.429 0.383  0.595
O -3.341 -0.525 0.571  -0.500
C -3.008 1.636 -0.418  -0.139
Cl -4.259 1.414 -1.595  0.046
C -2.548 2.866 -0.048  -0.088
Cl -2.973 4.280 -0.922  0.043
C -1.555 3.047 1.102  0.488
O -0.929 4.079 1.256  -0.601
C -1.290 1.823 1.880  -0.480
C -0.455 2.068 2.987  0.305
N 0.192 2.328 3.962  -0.421
P 0.348 0.035 -1.250  2.423
O -0.949 -0.069 -1.921  -1.094
O 1.204 1.383 -1.611  -0.818
C 0.554 2.667 -1.616  -0.091
C 1.438 3.573 -2.475  -0.621
O 1.416 -1.066 -1.603  -0.821
C 0.974 -2.411 -1.998  -0.067
C 1.613 -2.780 -3.325  -0.628
H -0.611 -3.598 3.579  0.239
H -0.528 -3.828 1.842  0.237
H 0.487 -4.868 2.946  0.196
H 2.140 -3.124 2.534  0.183
H 1.086 -2.103 3.455  0.206
H 0.878 1.114 0.715  0.301
H 0.456 3.136 -0.606  0.208
H -0.440 2.537 -2.082  0.196
H 1.209 4.632 -2.257  0.214
H 2.493 3.397 -2.231  0.217
H 1.278 3.399 -3.560  0.203
H 1.272 -3.122 -1.212  0.193
H -0.126 -2.412 -2.104  0.210
H 1.293 -3.790 -3.618  0.211
H 1.265 -2.090 -4.108  0.216
H 2.713 -2.746 -3.289  0.213

Kohn-Sham gap, eV: 6.769
Relative energy (zero: lowest compared OMol25 entry of this formula, charge and spin), kJ/mol: 0.0
Net charge: -1
E_LUMO, eV: 2.1
Total energy, eV: -68499.827


# 5
Entry from OMol25: a molecular structure, C16H16Cl3F5O2Zr at a distorted geometry (the ωB97M-V functional and the def2-TZVPD basis).

Each line ends with the natural charge from an NBO analysis.
Atoms and positions in Å:
C 2.369 -1.035 -1.031  -0.132
C 2.912 0.135 -0.421  -0.141
C 2.440 1.267 -1.129  -0.185
C 3.843 0.187 0.720  -0.621
C 1.614 0.813 -2.191  -0.091
C 1.557 -0.612 -2.129  -0.067
C 0.816 -1.483 -3.020  -0.791
C 2.661 -2.417 -0.637  -0.642
C 2.765 2.662 -0.802  -0.614
C 0.940 1.673 -3.168  -0.637
Zr -0.613 0.806 1.946  1.812
Cl 0.420 2.405 3.096  -0.413
Cl 0.878 -1.068 2.107  -0.435
Cl -0.911 1.884 -0.093  -0.401
H 3.984 -0.803 1.160  0.198
H 3.480 0.870 1.500  0.174
H 4.844 0.535 0.425  0.165
H 2.733 2.840 0.275  0.175
H 2.074 3.357 -1.274  0.187
H 3.765 2.957 -1.133  0.161
H 0.452 2.521 -2.680  0.167
H 0.178 1.112 -3.712  0.205
H 1.646 2.082 -3.901  0.162
H 0.005 -0.940 -3.514  0.149
H 0.280 -2.335 -2.326  0.361
H 1.459 -1.799 -3.859  0.141
H 2.559 -2.543 0.446  0.170
H 3.688 -2.706 -0.911  0.152
H 1.937 -3.097 -1.097  0.268
O -0.259 -2.994 -1.456  -1.187
H -0.878 -2.543 -0.785  0.400
F -7.460 -1.815 3.651  -0.291
C -6.275 -1.229 3.405  0.260
C -5.195 -1.971 2.948  0.268
F -5.418 -3.285 2.770  -0.295
C -3.960 -1.405 2.661  0.291
F -2.960 -2.159 2.160  -0.276
C -3.663 -0.052 2.835  0.222
O -2.391 0.343 2.634  -0.810
C -4.798 0.707 3.195  0.313
F -4.708 2.051 3.262  -0.309
C -6.043 0.131 3.477  0.246
F -7.127 0.852 3.846  -0.307

Kohn-Sham gap (spin up / spin down), eV: 2.192 / 2.147
Net charge: -2
E_LUMO (spin up / spin down), eV: 3.6 / 3.6
Total energy, eV: -73382.570


# 6
Entry from OMol25: a molecular structure, C16H16ClIN3O5RhS at a distorted geometry (the ωB97M-V functional and the def2-TZVPD basis).

Each line ends with the natural charge from an NBO analysis.
Atoms and positions in Å:
Rh 0.246 -0.600 0.488  1.191
O -3.834 -1.622 1.586  -0.519
C -2.703 -1.554 1.242  0.781
O -2.006 -1.211 0.284  -0.738
C -1.430 -2.220 2.666  0.806
O -2.040 -2.688 3.563  -0.503
O -0.309 -1.975 2.247  -0.676
Cl 3.000 4.050 4.954  -0.008
C 2.742 2.705 3.879  -0.091
C 3.784 1.884 3.561  -0.210
C 3.609 0.792 2.698  -0.266
I 5.227 -0.435 2.241  0.155
C 2.387 0.487 2.116  0.395
O 2.204 -0.517 1.309  -0.753
C 1.300 1.368 2.463  0.062
N 0.090 1.088 1.901  -0.459
C -0.958 1.821 2.183  0.061
C -0.886 2.922 3.052  -0.260
C 0.314 3.243 3.617  -0.142
C 1.461 2.465 3.339  -0.027
H 4.760 2.080 3.983  0.240
H -1.895 1.534 1.716  0.203
H -1.778 3.496 3.263  0.228
H 0.401 4.089 4.285  0.235
C 1.903 -1.931 -3.921  -0.618
C 1.117 -2.238 -2.658  -0.222
N -0.194 -1.582 -2.644  -0.588
C -0.442 -0.376 -2.129  0.332
S 0.796 0.630 -1.459  -0.192
N -1.676 0.116 -2.222  -0.565
C -2.841 -0.575 -2.758  -0.233
C -2.970 -0.433 -4.270  -0.619
H 2.848 -2.475 -3.914  0.226
H 2.121 -0.864 -3.984  0.223
H 1.343 -2.227 -4.811  0.204
H 1.669 -1.912 -1.780  0.231
H 0.939 -3.308 -2.560  0.208
H -0.960 -2.076 -3.071  0.405
H -1.804 1.014 -1.788  0.425
H -3.712 -0.160 -2.257  0.228
H -2.802 -1.623 -2.455  0.202
H -3.058 0.618 -4.548  0.219
H -3.859 -0.958 -4.623  0.225
H -2.101 -0.843 -4.787  0.205

Kohn-Sham gap (spin up / spin down), eV: 7.429 / 6.008
Relative energy (zero: lowest compared OMol25 entry of this formula, charge and spin), kJ/mol: 17.5
E_LUMO (spin up / spin down), eV: -0.1 / -1.5
Total energy, eV: -66025.436
⟨S²⟩: 6.013
2S+1: 5


# 7
Entry from OMol25: a molecular structure, C16H16ClIrN5O5Se at a distorted geometry (the ωB97M-V functional and the def2-TZVPD basis).

Each line ends with the natural charge from an NBO analysis.
Atoms and positions in Å:
Ir -0.094 -0.280 0.215  1.114
O -1.847 2.276 -2.377  -0.647
C -1.428 1.312 -1.743  0.603
N -0.846 1.360 -0.549  -0.565
C -0.501 2.633 0.026  -0.269
C 0.344 2.403 1.252  0.264
C 0.744 3.455 2.060  -0.240
C 1.509 3.204 3.182  -0.130
C 1.843 1.894 3.487  -0.256
C 1.416 0.891 2.647  0.115
N 0.694 1.134 1.550  -0.437
C -1.501 -0.106 -2.254  0.158
C -2.240 -0.446 -3.368  -0.202
C -2.194 -1.748 -3.837  -0.141
C -1.403 -2.673 -3.175  -0.245
C -0.705 -2.271 -2.053  0.076
N -0.768 -1.021 -1.595  -0.407
H -1.402 3.195 0.297  0.228
H 0.034 3.252 -0.703  0.233
H 0.454 4.462 1.793  0.230
H 1.840 4.020 3.812  0.225
H 2.435 1.651 4.357  0.231
H 1.653 -0.141 2.850  0.208
H -2.817 0.334 -3.845  0.255
H -2.756 -2.043 -4.714  0.226
H -1.313 -3.689 -3.532  0.230
H -0.059 -2.949 -1.513  0.218
Cl -2.007 -0.690 1.550  -0.488
O 4.304 -0.682 -1.607  -0.963
Se 3.202 -0.571 -0.470  2.754
O 2.709 -2.290 -0.163  -0.746
O 1.786 0.089 -0.963  -1.023
O 3.663 -0.056 0.980  -1.032
C 3.354 -4.411 1.929  -0.408
N 2.114 -3.779 1.545  -0.345
C 0.852 -4.220 1.717  -0.008
C -0.022 -3.198 1.344  -0.004
N 0.648 -2.121 0.964  -0.495
C 2.059 -2.413 1.069  0.344
H 3.220 -5.489 1.957  0.217
H 3.680 -4.063 2.913  0.204
H 4.121 -4.159 1.199  0.234
H 0.631 -5.210 2.079  0.225
H -1.100 -3.207 1.356  0.252
H 2.537 -1.737 1.789  0.206

Kohn-Sham gap (spin up / spin down), eV: 7.524 / 7.053
Relative energy (zero: lowest compared OMol25 entry of this formula, charge and spin), kJ/mol: 150.1
E_LUMO (spin up / spin down), eV: -0.2 / -1.1
Total energy, eV: -115246.790
⟨S²⟩: 0.760
2S+1: 2


# 8
Entry from OMol25: a molecular structure, C16H16ClN6O5PdS at a distorted geometry (the ωB97M-V functional and the def2-TZVPD basis).

Each line ends with the natural charge from an NBO analysis.
Atoms and positions in Å:
Pd -0.314 0.355 0.442  0.956
N 0.237 -2.883 -2.048  -0.572
C -0.890 -3.021 -2.913  0.207
C -0.744 -3.598 -4.160  -0.252
C -1.847 -3.689 -4.999  -0.177
C -3.071 -3.172 -4.603  -0.198
C -3.203 -2.570 -3.359  -0.170
C -2.115 -2.524 -2.503  -0.267
S -2.279 -1.927 -0.854  0.544
N -0.708 -1.263 -0.670  -0.636
C 0.320 -1.843 -1.191  0.451
C 1.643 -1.289 -0.790  0.157
C 2.862 -1.817 -1.159  -0.207
C 4.021 -1.140 -0.800  -0.119
C 3.918 0.054 -0.113  -0.219
C 2.661 0.510 0.250  0.097
N 1.559 -0.165 -0.050  -0.392
H 1.102 -3.217 -2.440  0.410
H 0.220 -3.978 -4.478  0.220
H -1.740 -4.154 -5.969  0.233
H -3.926 -3.234 -5.262  0.234
H -4.151 -2.154 -3.044  0.238
H 2.934 -2.741 -1.716  0.230
H 4.989 -1.537 -1.073  0.245
H 4.793 0.627 0.157  0.249
H 2.524 1.420 0.814  0.230
C 0.204 3.939 4.794  -0.416
N 0.394 2.808 3.909  -0.381
C 1.140 1.623 4.260  -0.320
C 1.014 0.793 2.997  0.665
O 1.486 -0.303 2.830  -0.578
N 0.275 1.518 2.066  -0.676
C -0.060 2.696 2.655  0.670
N -0.738 3.651 2.061  -0.760
H 0.227 3.582 5.821  0.234
H -0.774 4.392 4.633  0.215
H 0.982 4.693 4.663  0.215
H 0.704 1.093 5.108  0.244
H 2.190 1.834 4.476  0.236
H -1.187 3.483 1.159  0.456
H -0.968 4.495 2.555  0.413
O -2.227 0.892 0.814  -0.842
Cl -2.768 1.754 -0.336  2.540
O -2.380 1.127 -1.547  -0.805
O -4.162 1.827 -0.141  -0.754
O -2.148 3.053 -0.247  -0.849

Kohn-Sham gap, eV: 7.079
Relative energy (zero: lowest compared OMol25 entry of this formula, charge and spin), kJ/mol: 0.0
Net charge: +1
E_LUMO, eV: -3.9
Total energy, eV: -62855.971